(1)
Below is a structure of composition C18H64BN4O12Zr at a distorted geometry, with properties calculated with ωB97M-V/def2-TZVPD.

Last column: Löwdin charge in e.
Element x y z (Å)
1 Zr 27.060 28.236 2.584  2.021
2 B 25.181 26.827 3.219  -0.431
3 H 25.456 27.015 2.193  -0.028
4 H 25.652 27.600 3.806  -0.042
5 H 24.110 26.859 3.342  0.005
6 H 25.623 25.889 3.516  0.010
7 O 27.677 30.362 1.733  -0.137
8 C 27.473 30.409 0.325  -0.195
9 C 27.197 29.123 -0.494  -0.209
10 O 26.961 27.970 0.342  -0.317
11 H 28.129 31.126 -0.168  0.152
12 H 26.537 30.967 0.339  0.165
13 H 28.120 28.920 -1.038  0.141
14 H 26.464 29.162 -1.300  0.132
15 C 25.960 23.501 0.336  -0.033
16 C 27.491 23.033 0.460  -0.392
17 C 27.840 21.930 -0.565  -0.155
18 O 29.194 21.378 -0.348  -0.205
19 C 29.463 20.345 -1.307  -0.097
20 N 28.306 24.184 0.198  0.030
21 H 25.222 22.736 0.577  0.068
22 H 25.781 23.833 -0.687  0.086
23 H 25.679 24.308 1.013  0.038
24 H 27.697 22.710 1.480  0.135
25 H 27.874 22.405 -1.545  0.129
26 H 27.179 21.075 -0.423  0.133
27 H 30.533 20.252 -1.491  0.092
28 H 28.984 20.529 -2.268  0.085
29 H 29.119 19.371 -0.956  0.090
30 H 29.195 23.711 0.119  0.095
31 H 28.053 24.613 -0.681  0.099
32 C 23.314 21.892 3.054  -0.021
33 C 24.388 21.854 4.179  -0.472
34 C 24.968 20.466 4.356  -0.203
35 O 23.951 19.485 4.595  -0.185
36 C 24.433 18.232 5.189  -0.062
37 N 25.374 22.780 3.897  0.039
38 H 23.649 21.425 2.128  0.080
39 H 23.076 22.931 2.826  0.049
40 H 22.361 21.473 3.379  0.093
41 H 23.877 22.174 5.087  0.141
42 H 25.622 20.546 5.225  0.127
43 H 25.468 20.174 3.433  0.131
44 H 24.548 18.321 6.269  0.085
45 H 25.443 17.990 4.858  0.078
46 H 23.787 17.407 4.891  0.091
47 H 26.218 22.395 4.298  0.089
48 H 25.454 23.013 2.917  0.054
49 C 21.982 30.854 4.964  -0.052
50 C 21.609 29.412 4.612  -0.395
51 C 20.644 29.355 3.411  -0.166
52 O 19.477 30.175 3.760  -0.191
53 C 18.743 30.708 2.637  -0.083
54 N 22.856 28.649 4.567  0.039
55 H 22.653 31.349 4.263  0.072
56 H 22.441 30.892 5.952  0.074
57 H 21.055 31.414 5.086  0.082
58 H 21.108 28.898 5.432  0.148
59 H 20.368 28.353 3.079  0.109
60 H 21.055 29.663 2.450  0.105
61 H 17.729 30.968 2.942  0.089
62 H 18.650 30.022 1.795  0.085
63 H 19.172 31.656 2.312  0.084
64 H 22.634 27.739 4.189  0.037
65 H 23.213 28.506 5.500  0.094
66 C 20.943 25.394 -0.001  -0.023
67 C 22.447 25.821 0.044  -0.398
68 C 22.672 27.390 0.182  -0.158
69 O 22.022 28.088 -0.893  -0.182
70 C 22.783 28.091 -2.098  -0.088
71 N 22.928 25.278 1.259  0.026
72 H 20.401 25.831 0.838  0.079
73 H 20.786 24.316 -0.010  0.085
74 H 20.456 25.724 -0.918  0.081
75 H 22.986 25.333 -0.767  0.130
76 H 23.744 27.570 0.260  0.096
77 H 22.180 27.736 1.091  0.113
78 H 23.818 28.345 -1.869  0.063
79 H 22.359 28.901 -2.691  0.098
80 H 22.782 27.135 -2.623  0.091
81 H 23.909 25.456 1.421  0.038
82 H 22.845 24.274 1.187  0.073
83 O 23.888 25.009 5.303  -0.044
84 H 24.273 25.733 4.810  -0.047
85 H 24.189 24.222 4.848  -0.012
86 O 24.990 29.387 2.380  -0.096
87 H 24.218 29.143 2.891  0.037
88 H 24.635 29.805 1.595  0.101
89 O 27.674 26.044 2.207  -0.128
90 H 27.663 25.507 1.415  0.023
91 H 28.219 25.553 2.823  0.095
92 O 26.937 29.678 4.257  -0.088
93 H 27.218 30.593 4.236  0.116
94 H 26.587 29.555 5.139  0.123
95 O 27.932 27.281 4.563  -0.063
96 H 27.492 26.717 5.199  0.120
97 H 28.649 27.683 5.054  0.111
98 O 21.102 25.675 3.718  -0.048
99 H 21.355 25.562 2.801  -0.023
100 H 21.924 25.607 4.203  -0.011

frontier orbital gap (alpha / beta): 5.4 / 2.9 eV
net charge: +2
F_max: 4.922 eV/A
E_LUMO (alpha / beta): -0.2857 / -0.3799 hartree
HOMO (alpha / beta): -13.218 / -13.218 eV
E_tot: -52170.9977 eV
spin multiplicity: 2



(2)
Below is a cluster of 14 separate species, C18H64O14 in total at a distorted geometry, with properties calculated with ωB97M-V/def2-TZVPD.

Last column: Löwdin charge in e.
Element x y z (Å)
1 C -0.912 3.829 -4.477  -0.068
2 C -0.420 2.473 -4.835  -0.531
3 C 0.587 1.996 -3.812  -0.043
4 O -1.483 1.574 -4.868  -0.052
5 H -1.611 4.281 -5.148  0.069
6 H -0.033 4.461 -4.333  0.091
7 H -1.501 3.807 -3.558  0.082
8 H 0.069 2.548 -5.819  0.141
9 H 0.872 0.980 -4.054  0.057
10 H 0.224 2.098 -2.800  0.066
11 H 1.549 2.508 -3.865  0.091
12 H -2.196 1.845 -5.486  0.116
13 C 0.265 3.424 5.418  -0.038
14 C 1.037 2.253 6.240  -0.475
15 C 0.418 0.911 5.943  -0.075
16 O 2.423 2.320 5.951  -0.055
17 H -0.819 3.487 5.713  0.083
18 H 0.350 3.066 4.408  0.035
19 H 0.763 4.398 5.456  0.066
20 H 0.956 2.511 7.303  0.126
21 H 1.125 0.111 6.236  0.084
22 H 0.220 0.846 4.853  0.066
23 H -0.533 0.772 6.482  0.087
24 H 2.550 1.683 5.224  0.054
25 C 2.692 -1.122 -3.131  -0.076
26 C 2.650 -2.359 -2.329  -0.458
27 C 3.234 -3.543 -3.168  -0.044
28 O 3.473 -2.116 -1.141  -0.079
29 H 1.983 -1.119 -3.976  0.086
30 H 3.702 -0.966 -3.567  0.101
31 H 2.462 -0.236 -2.542  0.062
32 H 1.672 -2.631 -1.935  0.091
33 H 4.243 -3.302 -3.448  0.069
34 H 2.664 -3.635 -4.074  0.074
35 H 3.257 -4.487 -2.616  0.072
36 H 3.393 -2.902 -0.602  0.085
37 C -1.707 4.284 0.258  -0.053
38 C -0.846 3.085 0.480  -0.513
39 C 0.612 3.410 0.809  -0.033
40 O -1.324 2.334 1.573  -0.074
41 H -1.309 4.831 -0.622  0.087
42 H -1.645 4.952 1.107  0.086
43 H -2.699 3.985 -0.052  0.078
44 H -0.845 2.476 -0.451  0.117
45 H 0.803 3.798 1.803  0.082
46 H 1.004 4.094 0.118  0.056
47 H 1.272 2.555 0.615  0.075
48 H -2.113 1.784 1.362  0.057
49 C 0.606 -0.362 -0.440  -0.033
50 C 0.039 -1.095 0.795  -0.407
51 C 0.765 -2.486 1.017  -0.003
52 O 0.178 -0.322 1.998  -0.096
53 H 0.129 0.596 -0.561  0.049
54 H 0.426 -0.988 -1.340  0.077
55 H 1.648 -0.232 -0.302  0.053
56 H -1.012 -1.288 0.604  0.103
57 H 0.668 -3.087 0.096  0.065
58 H 0.235 -3.035 1.809  0.085
59 H 1.793 -2.285 1.279  0.072
60 H -0.278 0.546 1.831  0.085
61 C -2.590 -0.141 -1.976  -0.049
62 C -2.857 -1.270 -2.966  -0.421
63 C -1.571 -2.022 -3.371  -0.024
64 O -3.839 -2.170 -2.365  -0.084
65 H -1.930 -0.440 -1.173  0.042
66 H -3.520 0.304 -1.567  0.094
67 H -2.086 0.654 -2.533  0.064
68 H -3.384 -0.822 -3.828  0.134
69 H -1.244 -2.530 -2.492  0.055
70 H -0.788 -1.357 -3.676  0.061
71 H -1.716 -2.776 -4.127  0.079
72 H -4.369 -2.618 -3.049  0.102
73 O -3.515 -2.775 0.384  -0.046
74 H -3.276 -2.222 1.143  0.037
75 H -3.915 -2.172 -0.248  0.025
76 O -2.082 -0.856 3.750  -0.048
77 H -2.166 -0.290 4.522  0.052
78 H -1.162 -0.903 3.432  0.023
79 O -3.371 0.398 1.502  -0.061
80 H -4.206 0.702 1.920  0.085
81 H -2.995 -0.221 2.146  0.002
82 O 4.135 0.109 0.781  -0.048
83 H 3.952 -0.679 0.226  0.022
84 H 4.866 0.514 0.337  0.035
85 O -1.782 -4.793 -0.544  -0.054
86 H -2.288 -5.594 -0.527  0.042
87 H -2.373 -4.130 -0.144  0.008
88 O 0.643 -4.911 -1.997  -0.074
89 H 0.706 -5.889 -1.946  0.061
90 H -0.150 -4.691 -1.501  -0.028
91 O 2.920 0.325 3.472  -0.082
92 H 2.002 0.298 3.085  0.037
93 H 3.371 0.598 2.640  0.031
94 O 1.487 -1.841 4.764  -0.065
95 H 2.298 -1.321 4.596  0.026
96 H 1.074 -1.779 3.901  -0.010

frontier orbital gap: 9.6 eV
net charge: 0
F_max: 2.831 eV/A
E_LUMO: 0.0103 hartree
HOMO: -9.277 eV
energy above the lowest of the compared OMol25 structures with the same formula, charge and spin: 5.0 kcal per mole
E_tot: -48370.1693 eV



(3)
Below is a cluster of 18 separate species, C18H66N2O21 in total at a distorted geometry, with properties calculated with ωB97M-V/def2-TZVPD.

Last column: Löwdin charge in e.
Element x y z (Å)
1 C -0.314 3.083 -8.663  -0.098
2 C -0.990 1.824 -7.807  -0.242
3 O 0.113 1.146 -7.108  -0.252
4 C -0.343 -0.105 -6.451  -0.144
5 C 0.420 -0.228 -4.988  -0.162
6 O -0.412 -0.869 -3.939  -0.210
7 C 0.307 -0.841 -2.641  -0.146
8 C -0.096 -2.087 -1.633  -0.138
9 O -0.702 -1.632 -0.372  -0.220
10 C 0.266 -1.585 0.734  -0.167
11 C -0.301 -0.979 2.142  -0.170
12 C -1.189 -2.215 2.838  -0.065
13 N -1.993 -3.049 3.457  0.101
14 C -1.251 0.342 2.030  -0.316
15 C -2.778 -0.224 1.643  -0.115
16 N -4.036 -0.488 1.356  0.101
17 C -1.398 0.971 3.544  -0.159
18 C -2.767 0.481 4.343  -0.139
19 C -0.867 1.417 0.863  -0.130
20 C 0.111 2.648 1.315  -0.216
21 C 1.448 2.228 2.153  -0.131
22 C 1.511 3.259 3.468  -0.229
23 O 2.425 2.796 4.524  -0.263
24 C 3.680 3.605 4.519  -0.114
25 H 0.171 3.892 -7.959  0.078
26 H 0.529 2.645 -9.368  0.087
27 H -1.158 3.644 -9.294  0.094
28 H -1.621 1.125 -8.514  0.107
29 H -1.702 2.300 -6.993  0.136
30 H -1.513 -0.125 -6.355  0.115
31 H 0.074 -0.988 -7.133  0.143
32 H 1.426 -0.808 -5.175  0.124
33 H 0.677 0.880 -4.661  0.143
34 H 1.457 -0.970 -2.902  0.129
35 H 0.204 0.217 -2.139  0.127
36 H -0.826 -2.784 -2.270  0.142
37 H 0.874 -2.725 -1.433  0.105
38 H 0.572 -2.718 0.951  0.152
39 H 1.247 -1.049 0.378  0.149
40 H 0.639 -0.855 2.861  0.128
41 H -1.437 2.156 3.572  0.117
42 H -0.450 0.582 4.155  0.129
43 H -2.869 -0.679 4.445  0.055
44 H -3.751 1.016 3.943  0.094
45 H -2.635 0.893 5.456  0.089
46 H -1.897 1.925 0.534  0.141
47 H -0.420 0.965 -0.122  0.100
48 H 0.420 3.305 0.368  0.126
49 H -0.539 3.371 1.990  0.086
50 H 1.499 1.116 2.509  0.101
51 H 2.422 2.495 1.519  0.125
52 H 1.741 4.377 3.130  0.114
53 H 0.427 3.299 3.952  0.117
54 H 3.600 4.431 5.353  0.087
55 H 3.878 4.105 3.472  0.098
56 H 4.554 2.835 4.692  0.103
57 O 1.986 -1.678 4.709  -0.063
58 H 2.665 -2.207 5.155  0.047
59 H 1.233 -1.703 5.318  0.019
60 O -4.035 -0.232 -6.094  -0.066
61 H -4.749 0.373 -5.841  0.059
62 H -3.602 -0.446 -5.254  0.051
63 O -1.875 -6.547 3.315  -0.084
64 H -2.111 -5.611 3.403  0.002
65 H -1.372 -6.738 4.121  0.025
66 O -1.020 -1.028 6.841  -0.060
67 H -0.551 -1.604 7.463  0.049
68 H -1.544 -1.642 6.304  0.038
69 O 5.301 5.752 5.777  -0.077
70 H 5.066 6.688 5.864  0.049
71 H 5.804 5.561 6.583  0.007
72 O 2.446 -3.981 -2.255  -0.067
73 H 2.915 -4.557 -1.633  0.050
74 H 1.922 -4.595 -2.792  0.054
75 O -1.806 -8.778 4.803  -0.079
76 H -1.332 -9.431 4.266  0.050
77 H -2.515 -8.466 4.220  0.024
78 O 0.351 5.401 1.747  -0.081
79 H 0.790 6.264 1.716  0.059
80 H -0.510 5.561 1.331  0.057
81 O -4.454 1.159 -8.570  -0.083
82 H -3.985 0.584 -7.947  -0.010
83 H -4.978 0.546 -9.107  0.016
84 O 7.230 5.477 8.222  -0.054
85 H 8.161 5.319 8.001  0.019
86 H 7.229 5.555 9.188  0.052
87 O -1.907 0.993 -11.287  -0.072
88 H -1.228 0.465 -10.841  0.037
89 H -2.661 0.969 -10.678  -0.004
90 O -3.862 -10.979 3.508  -0.069
91 H -4.576 -10.374 3.760  0.040
92 H -3.429 -11.193 4.348  0.034
93 O 10.052 4.489 6.820  -0.059
94 H 9.580 3.712 6.485  0.048
95 H 10.987 4.241 6.756  0.046
96 O 3.097 -0.429 -7.710  -0.065
97 H 2.383 0.176 -7.458  0.010
98 H 3.530 -0.643 -6.870  0.035
99 O -4.697 0.299 -11.145  -0.060
100 H -4.223 -0.353 -11.682  0.060
101 H -5.406 0.611 -11.727  0.065
102 O -2.955 -3.959 -1.608  -0.070
103 H -2.435 -3.220 -1.259  -0.004
104 H -3.716 -4.012 -1.010  0.044
105 O -2.657 -0.709 9.650  -0.065
106 H -2.820 -1.608 9.972  0.037
107 H -2.157 -0.841 8.830  -0.007

frontier orbital gap: 9.2 eV
net charge: 0
F_max: 12.537 eV/A
E_LUMO: 0.0016 hartree
HOMO: -9.134 eV
energy above the lowest of the compared OMol25 structures with the same formula, charge and spin: 246.1 kcal per mole
E_tot: -65701.6369 eV



Q: Which value of E_tot does entry 1 give?
A: -52170.9977 eV



Q: Look up the E_tot of the third one.
A: -65701.6369 eV



Q: Among the records above, which one has the highest F_max?
A: C18H66N2O21



Q: Which formula does entry 2 have?
A: C18H64O14